Record 1
{"formula": "C46H134N10O16", "method": "ωB97M-V/def2-TZVPD", "lumo_ev": 0.449, "e_above_lowest_kcal_mol": 20.1, "homo_lumo_gap_ev": 9.03, "homo_energy_ev": -8.578, "species": ["C", "C", "C", "O", "C", "N", "H", "H", "H", "H", "H", "H", "H", "H", "H", "H", "H", "C", "C", "C", "O", "C", "N", "H", "H", "H", "H", "H", "H", "H", "H", "H", "H", "H", "C", "C", "C", "O", "C", "N", "H", "H", "H", "H", "H", "H", "H", "H", "H", "H", "H", "C", "C", "C", "O", "C", "N", "H", "H", "H", "H", "H", "H", "H", "H", "H", "H", "H", "C", "C", "C", "O", "C", "N", "H", "H", "H", "H", "H", "H", "H", "H", "H", "H", "H", "C", "C", "C", "O", "C", "N", "H", "H", "H", "H", "H", "H", "H", "H", "H", "H", "H", "C", "C", "C", "O", "C", "N", "H", "H", "H", "H", "H", "H", "H", "H", "H", "H", "H", "C", "C", "C", "O", "C", "N", "H", "H", "H", "H", "H", "H", "H", "H", "H", "H", "H", "C", "C", "C", "O", "C", "N", "H", "H", "H", "H", "H", "H", "H", "H", "H", "H", "H", "C", "C", "C", "O", "C", "N", "H", "H", "H", "H", "H", "H", "H", "H", "H", "H", "H", "C", "O", "H", "H", "H", "H", "C", "O", "H", "H", "H", "H", "C", "O", "H", "H", "H", "H", "C", "O", "H", "H", "H", "H", "C", "O", "H", "H", "H", "H", "C", "O", "H", "H", "H", "H"], "xyz": [[-5.26544, 16.53307, 21.12936], [-4.73534, 15.76099, 19.87818], [-5.81072, 15.75515, 18.81257], [-7.03695, 15.20785, 19.31011], [-7.17299, 13.82054, 19.25541], [-3.44076, 16.41498, 19.55246], [-4.49881, 16.73859, 21.87645], [-6.13832, 16.00325, 21.51079], [-5.66981, 17.52344, 20.92022], [-4.51520, 14.73077, 20.15796], [-5.42689, 15.16406, 17.98108], [-5.95560, 16.79027, 18.50331], [-7.11479, 13.52952, 18.20659], [-8.13773, 13.52392, 19.66697], [-6.51431, 13.20374, 19.86680], [-3.02037, 15.78595, 18.88335], [-2.86876, 16.41721, 20.38486], [-10.56284, 8.11216, 22.64990], [-10.17273, 7.32323, 23.88504], [-9.01449, 7.90620, 24.67684], [-7.87110, 8.19529, 23.88267], [-7.24305, 7.09401, 23.23203], [-11.34771, 7.25107, 24.72270], [-9.73080, 8.31044, 21.97427], [-10.91645, 9.05529, 23.06654], [-11.38484, 7.63475, 22.11652], [-9.93525, 6.29608, 23.60815], [-8.76540, 7.32198, 25.56269], [-9.31559, 8.87777, 25.06864], [-7.35197, 6.19113, 23.83289], [-6.20372, 7.42147, 23.20672], [-7.64243, 6.99446, 22.22272], [-11.19069, 6.42083, 25.27601], [-12.19337, 7.00215, 24.22976], [-11.14452, 15.88364, 20.19019], [-10.43827, 15.12197, 21.35985], [-10.77202, 15.70308, 22.70465], [-10.17202, 14.89267, 23.71582], [-10.23384, 15.37581, 25.06552], [-10.79362, 13.68812, 21.25586], [-10.85915, 16.93440, 20.13977], [-12.22815, 15.91807, 20.30270], [-10.94771, 15.52199, 19.18095], [-9.35788, 15.23086, 21.26497], [-11.85350, 15.62409, 22.81547], [-10.46899, 16.74964, 22.67308], [-9.49222, 16.15024, 25.26138], [-9.94038, 14.55645, 25.72175], [-11.22822, 15.60748, 25.44715], [-10.82741, 13.37320, 22.21492], [-9.97567, 13.19848, 20.92224], [-4.41116, 10.09355, 26.63838], [-5.65403, 9.48601, 27.34222], [-6.79707, 10.51346, 27.59108], [-7.18933, 11.15483, 26.40160], [-8.48483, 11.68309, 26.66004], [-6.08083, 8.46852, 26.44509], [-3.55313, 9.42382, 26.58050], [-3.97597, 10.85761, 27.28252], [-4.62689, 10.55430, 25.67439], [-5.26936, 9.15965, 28.30846], [-6.45671, 11.31784, 28.24318], [-7.59555, 9.95695, 28.08182], [-8.51980, 12.14838, 27.64512], [-9.23831, 10.89569, 26.67987], [-8.70515, 12.45265, 25.92022], [-5.33478, 8.16763, 25.83436], [-6.72064, 8.83070, 25.75257], [-4.88066, 7.85940, 13.92064], [-4.36867, 9.24267, 13.74287], [-4.74507, 10.23608, 14.84890], [-6.17228, 10.31550, 14.78857], [-6.84283, 10.94559, 15.85917], [-2.91592, 9.23137, 13.58675], [-5.94356, 7.77430, 14.14665], [-4.36053, 7.19673, 14.61232], [-4.74053, 7.29078, 13.00132], [-4.79876, 9.61939, 12.81486], [-4.33289, 11.23636, 14.71608], [-4.44417, 9.83532, 15.81686], [-6.36461, 11.87497, 16.16847], [-6.93562, 10.27707, 16.71507], [-7.81725, 11.22529, 15.45872], [-2.67574, 8.73384, 12.74126], [-2.68091, 10.19027, 13.37371], [-2.01505, 12.03853, 19.40049], [-3.49763, 12.11916, 18.83265], [-3.56635, 12.81922, 17.46201], [-3.02848, 14.14847, 17.56222], [-2.83907, 14.75063, 16.24192], [-4.10158, 10.79627, 18.91829], [-1.27286, 11.56953, 18.75451], [-1.99797, 11.53266, 20.36585], [-1.64883, 13.04827, 19.58604], [-4.02045, 12.72174, 19.57539], [-4.56232, 12.84314, 17.01980], [-2.94872, 12.20776, 16.80417], [-2.34391, 15.71989, 16.30080], [-3.81723, 14.99229, 15.82613], [-2.25480, 14.14248, 15.55136], [-3.78688, 10.12108, 18.23624], [-4.04564, 10.45095, 19.86578], [-6.13225, 19.10378, 28.02812], [-6.21473, 17.59453, 28.19234], [-6.86844, 16.79081, 27.03397], [-6.18985, 17.07989, 25.80158], [-6.77823, 16.49373, 24.64934], [-4.85455, 17.14524, 28.35754], [-7.10168, 19.56730, 28.21101], [-5.77315, 19.39193, 27.04013], [-5.46417, 19.57747, 28.74741], [-6.78895, 17.42198, 29.10261], [-7.89689, 17.10103, 26.84917], [-6.96187, 15.72821, 27.25815], [-5.94786, 16.47617, 23.94345], [-7.61953, 17.05501, 24.24281], [-7.08240, 15.45830, 24.80254], [-4.31312, 17.30154, 27.51936], [-4.47979, 17.84436, 28.98274], [-2.97571, 12.93557, 23.49685], [-1.96037, 13.46143, 24.53108], [-1.43889, 12.30736, 25.36177], [-0.79175, 12.86803, 26.44978], [-0.09231, 11.96005, 27.28638], [-0.79269, 14.05645, 23.77796], [-2.57702, 12.09525, 22.92852], [-3.32938, 13.71872, 22.82624], [-3.89796, 12.51829, 23.90112], [-2.42234, 14.21571, 25.16805], [-0.81837, 11.61953, 24.78737], [-2.20666, 11.70218, 25.84383], [-0.74601, 11.19424, 27.70388], [0.40342, 12.57525, 28.03730], [0.60810, 11.43614, 26.63596], [-0.30256, 13.31413, 23.29963], [-0.09450, 14.35272, 24.44493], [-3.81724, 4.64781, 17.85561], [-3.71359, 6.23920, 17.79780], [-4.62365, 7.11642, 18.69397], [-6.02472, 6.89447, 18.56401], [-6.78270, 7.76476, 19.41821], [-2.29329, 6.62091, 17.97715], [-4.84121, 4.31752, 17.68095], [-3.50891, 4.26364, 18.82795], [-3.19631, 4.26192, 17.04713], [-3.97300, 6.55254, 16.78655], [-4.40567, 8.17164, 18.52938], [-4.39159, 6.96412, 19.74804], [-6.96171, 8.73213, 18.94891], [-6.36040, 7.81894, 20.42161], [-7.78725, 7.36114, 19.54501], [-1.70398, 6.10164, 17.34220], [-2.25473, 7.59610, 17.71712], [-6.74791, 12.99385, 22.81748], [-7.47514, 11.59863, 22.88645], [-7.62699, 10.92647, 21.56918], [-8.77321, 11.50647, 20.93992], [-9.11729, 10.86164, 19.74071], [-6.60144, 10.80876, 23.72947], [-7.32749, 13.75540, 22.29571], [-5.74649, 13.00986, 22.38736], [-6.62623, 13.22638, 23.87541], [-8.44825, 11.67308, 23.37184], [-7.79874, 9.85237, 21.63936], [-6.77707, 11.10491, 20.91046], [-9.44791, 9.86545, 20.03465], [-8.27838, 10.81862, 19.04609], [-9.91906, 11.39168, 19.22657], [-6.65492, 11.15259, 24.67763], [-7.08948, 9.92461, 23.71499], [-10.05233, 9.09899, 16.58210], [-11.27884, 8.72109, 17.17404], [-9.20003, 8.94425, 17.24372], [-9.85762, 8.45069, 15.72777], [-10.08762, 10.14548, 16.27920], [-11.56443, 9.43698, 17.74635], [-11.60817, 11.99850, 24.11218], [-12.08692, 11.99691, 25.45982], [-10.52595, 12.11980, 24.06545], [-11.97774, 11.12948, 23.56784], [-12.05325, 12.81788, 23.54772], [-11.82716, 11.19774, 25.92397], [-11.07568, 12.83210, 15.75149], [-10.50000, 12.48314, 16.97149], [-11.82536, 12.06306, 15.56533], [-11.59672, 13.78069, 15.88106], [-10.31333, 12.93796, 14.97966], [-11.09259, 12.73771, 17.68257], [-13.72443, 14.01640, 18.71853], [-12.52968, 13.20861, 18.86800], [-14.31916, 13.49291, 17.96997], [-14.32897, 14.12347, 19.61918], [-13.39937, 14.95934, 18.27886], [-12.01210, 13.48170, 19.62901], [-4.01210, 9.02381, 22.35851], [-4.51008, 10.10620, 21.62708], [-3.99040, 8.15638, 21.69881], [-2.96070, 9.19151, 22.59207], [-4.57859, 8.81349, 23.26567], [-5.05849, 10.61665, 22.22732], [-13.18675, 9.75734, 20.19182], [-12.55550, 10.25119, 19.02743], [-14.27148, 9.79574, 20.09202], [-12.89887, 8.72245, 20.37688], [-12.82798, 10.29420, 21.06998], [-12.63409, 11.20792, 19.03681]], "atomic_forces_ev_per_a": [[-0.6, -0.4, -0.5], [0.5, 1.4, 2.4], [0.5, -0.3, 0.1], [0.4, 1.0, 0.4], [-0.4, -0.5, -0.4], [-1.2, -0.3, -1.1], [0.0, -0.6, 0.1], [0.3, -0.2, 0.5], [0.2, 0.1, -0.7], [-0.3, -0.3, 0.2], [-0.2, -0.1, -0.4], [-0.4, -0.1, -0.1], [0.0, -0.5, -0.1], [-0.3, 0.4, -0.3], [0.8, 0.3, 0.0], [0.6, 0.1, -0.1], [0.0, -0.1, 0.1], [0.4, 0.5, 0.5], [-0.2, -0.7, -1.1], [-0.2, 0.8, -0.3], [-0.5, -0.3, 0.3], [0.0, 0.8, 0.5], [-0.2, -0.4, 1.4], [-0.1, -0.1, 0.0], [-0.1, 0.3, -0.4], [0.1, -0.1, 0.0], [0.5, -0.2, -0.4], [0.2, -0.5, -0.1], [-0.2, 0.2, 0.0], [0.1, -0.2, -0.2], [0.1, -0.5, -0.3], [0.0, -0.4, 0.0], [-0.2, 0.0, 0.8], [0.0, 0.3, -0.6], [0.3, 0.7, 0.6], [0.1, 0.0, -1.7], [-0.7, -0.6, 0.1], [0.2, 0.6, 0.4], [0.3, -0.8, 0.0], [0.0, 0.5, 0.3], [0.3, 0.1, 0.2], [-0.1, -0.3, 0.3], [0.3, -0.5, 0.2], [0.2, 0.1, -0.3], [-0.4, 0.4, 0.2], [0.1, 0.1, 0.5], [-0.3, 0.4, -0.2], [0.2, -0.3, -0.3], [-0.2, 0.5, -0.5], [-0.2, -0.3, 0.1], [0.2, -0.3, -0.3], [0.3, 1.4, 1.4], [1.4, 2.0, -1.4], [2.0, -0.8, 0.2], [-1.2, -0.3, 0.6], [0.1, 0.5, -0.3], [-1.3, -1.8, -0.5], [-0.4, -0.6, -0.4], [-0.1, 0.6, 0.0], [-0.1, -0.2, -0.1], [-0.5, -0.5, 0.2], [0.2, -0.2, 0.5], [-0.4, 0.1, -0.2], [0.1, 0.2, 0.1], [-0.1, -0.1, -0.3], [-0.1, -0.2, -0.1], [0.4, -0.2, 0.4], [-0.5, 0.3, 0.2], [-0.5, -1.7, -0.1], [0.3, 0.8, -0.1], [-1.4, -0.9, 0.0], [0.4, 0.0, -0.2], [0.1, 0.1, -0.5], [0.2, 0.3, 0.2], [0.0, 0.4, 0.0], [0.3, 0.6, 0.6], [-0.1, 0.2, -0.4], [-0.5, 0.2, 0.0], [0.3, 0.1, -0.2], [0.2, 0.0, 0.3], [0.3, 0.1, 0.1], [0.0, 0.0, 0.2], [-0.1, -0.2, 0.3], [0.0, -0.3, -0.1], [0.5, 0.2, 0.0], [-0.6, 1.1, -0.4], [1.6, -0.3, 1.1], [0.6, -0.3, 0.5], [0.4, -0.1, -1.3], [-0.6, 0.0, 0.9], [-0.9, 0.6, -1.1], [-0.3, -0.2, -0.3], [-0.3, -0.2, -0.1], [0.1, 0.2, 0.0], [-0.2, 0.2, -0.1], [-0.3, 0.0, 0.3], [0.2, 0.0, -0.4], [0.2, -0.2, 0.7], [-0.2, -0.3, -0.3], [-0.1, -0.4, 0.2], [0.3, 0.2, 0.0], [0.0, -0.2, -0.1], [-1.2, 0.7, -0.6], [0.0, 0.1, -1.1], [-0.5, 1.5, -0.6], [-0.1, -0.5, 0.8], [1.0, -0.1, 0.2], [0.7, -0.7, 0.9], [-0.2, 0.2, -0.3], [-0.1, -0.1, -0.1], [0.1, -0.3, 0.2], [0.0, -0.5, 0.1], [-0.4, 0.4, 0.5], [0.7, -0.3, 0.0], [-0.3, 0.0, -0.3], [-0.1, 0.2, 0.1], [-0.1, -0.1, 0.2], [-0.2, -0.2, -0.5], [0.6, -0.3, 0.4], [-0.3, 0.0, 0.2], [0.6, -0.8, -1.7], [-1.2, -0.2, 1.1], [1.2, 0.9, 1.1], [-0.2, 0.4, -1.2], [-0.9, 0.2, 0.6], [0.3, 0.2, -0.3], [0.4, 0.1, -0.2], [0.0, 0.1, 0.7], [0.2, 0.0, 0.0], [0.4, 0.0, -0.3], [-0.8, -0.3, -0.6], [-0.2, 0.1, 0.3], [0.0, -0.4, 0.0], [0.5, -0.2, 0.3], [-0.2, -0.3, -0.4], [-0.1, 0.4, 0.4], [-0.5, 1.9, 0.2], [-0.2, -1.0, -0.7], [0.1, -0.5, 0.9], [0.0, 0.1, -0.1], [-0.3, -0.7, -0.6], [-0.9, 0.2, 0.9], [0.0, 0.1, 0.0], [0.2, 0.1, -0.1], [0.1, -0.1, 0.2], [-0.5, -0.4, -0.3], [0.1, 0.2, -0.4], [0.4, -0.3, 0.3], [0.6, 0.3, 0.2], [0.4, 0.4, 0.0], [0.0, -0.5, -0.2], [-0.1, 0.0, -0.1], [0.5, 0.2, -0.1], [-1.3, -0.5, 0.2], [1.8, 1.7, 0.3], [-1.0, 0.5, -1.3], [0.1, 0.6, 0.3], [-0.1, -0.3, 0.1], [0.2, -0.8, -0.8], [-0.2, 0.1, 0.2], [0.0, -0.6, -0.2], [0.0, 0.6, 0.0], [-0.4, 0.4, -0.3], [0.1, -0.3, 0.3], [0.3, -0.2, 0.0], [-0.1, -0.4, -0.6], [0.2, -0.1, -0.1], [-0.1, 0.0, 0.3], [0.2, 0.0, 0.0], [0.4, -0.7, 0.6], [-0.1, -0.2, -0.1], [0.3, -0.4, -0.3], [0.1, 0.1, 0.4], [-0.2, 0.1, -0.2], [0.2, 0.0, -0.1], [-0.3, 0.1, 0.3], [-0.5, -0.2, 0.2], [-0.1, 0.6, -0.3], [0.1, -0.2, -0.1], [0.4, -0.4, 0.1], [-0.1, 0.3, 0.6], [0.1, -0.2, -0.3], [-0.9, 0.1, 0.5], [1.5, -0.3, 0.8], [-0.1, 0.0, -1.0], [-0.1, 0.3, -0.4], [-0.1, -0.3, 0.0], [-0.4, 0.1, 0.1], [0.9, -0.6, -0.9], [-1.0, -0.3, -0.3], [-0.1, 0.1, 0.1], [0.3, 0.1, 0.2], [-0.4, 0.3, 0.3], [0.3, 0.3, 1.0], [0.9, -0.5, -0.4], [-0.2, 0.2, 0.0], [-0.3, -0.3, 0.1], [0.1, 0.1, 0.4], [0.0, 0.1, 0.0], [-0.4, 0.3, 0.5], [0.3, -0.2, 0.2], [0.0, -0.3, 0.1], [-0.1, 0.1, 0.2], [0.0, -0.1, -0.4], [-0.3, 0.3, 0.2], [0.0, 0.6, -0.1]]}

=====

Record 2
{"formula": "C5H7ClS", "method": "ωB97M-V/def2-TZVPD", "lumo_ev": [0.099, 0.144], "e_above_lowest_kcal_mol": 82.1, "homo_lumo_gap_ev": [7.29, 7.24], "homo_energy_ev": [-7.190, -7.091], "species": ["C", "C", "C", "C", "C", "S", "Cl", "H", "H", "H", "H", "H", "H", "H"], "xyz": [[-0.19777, -0.65962, 0.80796], [1.01517, -1.46645, 0.51433], [-0.68714, 0.23715, -0.07068], [2.31050, 0.78494, -0.43021], [-2.16636, 0.53481, -0.26848], [2.33412, -0.91326, -0.34553], [1.25835, 1.92745, 0.32593], [-0.81584, -0.97595, 1.65588], [1.12838, -2.50973, 0.72911], [-0.03481, 0.15095, -1.01809], [3.23811, 1.08068, -0.86959], [-2.65253, 0.36520, 0.66124], [-2.48312, -0.08851, -1.20774], [-2.24708, 1.53232, -0.48413]], "atomic_forces_ev_per_a": [[0.1, -1.4, 0.0], [-0.1, 1.5, -0.2], [0.6, -2.7, -2.4], [0.0, -1.5, 0.1], [2.0, -2.3, -1.2], [-1.4, 1.7, 1.1], [1.6, 0.0, -0.2], [0.3, 0.0, -0.1], [-0.3, -0.3, 0.4], [-1.3, 1.1, 1.2], [0.0, 0.8, -0.3], [-1.0, -0.6, 0.5], [0.1, 1.0, 2.0], [-0.6, 2.6, -0.8]]}

=====

Record 3
{"formula": "C8H6NO3", "method": "ωB97M-V/def2-TZVPD", "lumo_ev": 3.892, "e_above_lowest_kcal_mol": 17.5, "homo_lumo_gap_ev": 7.23, "homo_energy_ev": -3.336, "total_charge": -1, "species": ["C", "C", "C", "C", "C", "C", "C", "C", "N", "O", "O", "O", "H", "H", "H", "H", "H", "H"], "xyz": [[-2.07769, -0.51620, 0.03591], [-1.42008, 0.11259, 1.18927], [-1.37750, -0.57645, -1.11676], [-0.35216, 0.92580, 1.09809], [1.06769, -1.37678, 0.11703], [2.59264, 0.35741, -0.00123], [-0.06872, -0.08160, -1.12110], [0.25711, 1.08461, -0.29479], [2.23865, -0.91575, 0.21532], [0.44453, -2.35771, 0.38021], [3.71538, 0.77097, -0.12613], [1.63921, 1.33857, -0.06165], [-3.09163, -1.02036, 0.01945], [-1.93178, 0.08352, 2.22376], [-1.91811, -1.15881, -1.84600], [0.09417, 1.47786, 1.96269], [0.33655, -0.27529, -2.13398], [-0.14826, 2.12762, -0.54011]], "atomic_forces_ev_per_a": [[-0.9, -0.3, 0.5], [-1.9, 0.7, 2.2], [-1.6, -0.3, 1.8], [-0.3, -1.2, -0.3], [-2.4, -0.1, -1.2], [-0.7, 1.2, -0.5], [1.8, -1.6, -1.6], [-0.6, 2.2, 2.2], [1.3, -0.4, 0.5], [0.2, 0.0, 0.2], [1.1, -0.3, 0.2], [0.3, 0.2, -0.8], [1.3, 0.8, 0.7], [0.7, -0.3, -1.7], [0.8, 0.0, -0.9], [-0.4, -0.6, -1.0], [0.6, 1.0, 0.7], [0.6, -1.0, -0.9]]}

=====

Record 4
{"formula": "C2H4N6O3", "method": "ωB97M-V/def2-TZVPD", "lumo_ev": -0.750, "e_above_lowest_kcal_mol": 11.7, "homo_lumo_gap_ev": 8.46, "homo_energy_ev": -9.206, "species": ["C", "C", "N", "N", "N", "N", "N", "N", "O", "O", "O", "H", "H", "H", "H"], "xyz": [[-1.66628, 0.46955, 0.01672], [1.07476, 0.29040, 0.95369], [-2.15578, -0.08458, 1.10498], [1.84308, -0.60225, 0.66592], [-1.77431, -1.28076, 1.16122], [-2.04850, 1.70468, -0.37521], [2.02593, -1.66710, -0.20912], [-1.17411, -1.77746, 0.23865], [-0.91352, -0.23690, -0.74317], [0.51162, 1.15185, 1.46478], [-0.72504, -2.82599, -0.12894], [-2.61139, 2.29173, 0.33750], [-1.32131, 2.30218, -0.72505], [1.31018, -2.32533, 0.09577], [2.96042, -1.92477, 0.14055]], "atomic_forces_ev_per_a": [[0.4, 0.3, -1.7], [2.8, -3.2, -1.1], [-1.5, 2.7, 1.0], [-1.1, 2.3, 0.9], [-0.2, -2.7, 1.0], [-1.4, 2.3, 1.9], [0.6, 0.3, 0.6], [0.9, -1.0, -0.9], [-0.6, -0.4, 0.6], [-1.4, 2.2, 0.9], [0.1, 0.7, -0.1], [1.2, -1.9, -1.4], [0.3, -0.2, -0.5], [0.6, -0.6, -0.4], [-0.7, -0.9, -0.8]]}